1.
{
  "formula": "C42H85BClN5O18PS",
  "method": "the ωB97M-V functional and the def2-TZVPD basis",
  "symbols": ["C", "C", "C", "C", "C", "C", "C", "C", "C", "C", "C", "C", "N", "N", "P", "C", "C", "C", "C", "N", "S", "C", "O", "C", "C", "N", "C", "C", "C", "O", "Cl", "B", "N", "O", "H", "H", "H", "H", "H", "H", "H", "H", "H", "H", "H", "H", "H", "H", "H", "H", "H", "H", "H", "H", "H", "H", "H", "H", "H", "H", "H", "H", "H", "H", "H", "H", "H", "H", "H", "H", "H", "H", "H", "H", "H", "H", "H", "H", "H", "C", "C", "O", "C", "O", "O", "C", "H", "H", "H", "H", "H", "H", "H", "H", "C", "C", "O", "C", "O", "O", "C", "H", "H", "H", "H", "H", "H", "H", "H", "C", "C", "O", "C", "O", "O", "C", "H", "H", "H", "H", "H", "H", "H", "H", "C", "C", "O", "C", "O", "O", "C", "H", "H", "H", "H", "H", "H", "H", "H", "C", "C", "O", "C", "O", "O", "C", "H", "H", "H", "H", "H", "H", "H", "H"],
  "positions_angstrom": [[-5.5336, -6.6320, 0.6492], [-5.6605, -6.3522, 2.1471], [-4.3235, -6.0394, 2.8102], [-3.8293, -4.6145, 2.4881], [-3.8258, -3.6507, 3.6966], [-4.5604, -2.3131, 3.4497], [-3.6442, -1.0680, 3.4318], [-3.7194, -0.2892, 2.0906], [-2.3815, 0.3183, 1.6016], [-1.9189, 1.2344, 2.7427], [-0.8176, 2.2795, 2.5418], [-0.3632, 2.7606, 1.2070], [-0.2067, 2.7502, 3.5618], [-2.8023, 0.9423, 0.2812], [-3.6371, 2.5029, 0.3077], [-5.4280, 2.0954, 0.0613], [-3.2353, 3.4464, -1.2223], [-1.8066, 3.3408, -1.8100], [-2.1258, 0.3751, -0.7286], [-2.4190, 0.2319, -2.0015], [-3.9515, 0.7576, -2.6018], [-1.4647, -0.3819, -2.9480], [-2.1333, -0.6779, -4.1147], [-1.4797, -1.7269, -4.8461], [-1.9576, -3.1157, -4.4014], [-0.9331, -0.1199, -0.2203], [-1.3467, -0.7145, 1.0985], [-1.7329, -2.2021, 1.0320], [-2.5673, -2.6190, -0.1523], [-3.5739, -2.1075, -0.5821], [-1.8735, -4.0416, -0.9980], [0.0286, -0.7567, 1.9780], [1.2197, 0.0025, 1.5902], [-0.0139, -1.5540, 3.0904], [-4.6481, -7.2188, 0.4209], [-6.3961, -7.1968, 0.3070], [-5.5165, -5.7136, 0.0663], [-6.3417, -5.5140, 2.2902], [-6.1125, -7.2256, 2.6101], [-3.5966, -6.7683, 2.4581], [-4.4161, -6.1819, 3.8838], [-2.8269, -4.7192, 2.0767], [-4.4596, -4.2221, 1.6921], [-2.7938, -3.4600, 3.9861], [-4.2895, -4.1729, 4.5266], [-5.1064, -2.3705, 2.5122], [-5.3094, -2.1878, 4.2250], [-2.6122, -1.3454, 3.6247], [-3.9838, -0.4071, 4.2224], [-4.3797, 0.5604, 2.2561], [-4.1858, -0.8779, 1.3099], [-2.7813, 1.7527, 3.1510], [-1.5629, 0.5967, 3.5461], [-1.0641, 3.4825, 0.7983], [0.5695, 3.2986, 1.3361], [-0.1877, 1.9678, 0.4897], [-0.5795, 2.3499, 4.4252], [-5.9697, 2.4238, 0.9413], [-5.8090, 2.5575, -0.8420], [-5.5401, 1.0181, 0.0098], [-3.4171, 4.4877, -0.9661], [-3.9451, 3.2253, -2.0115], [-1.3710, 4.3282, -1.8985], [-1.8852, 2.9785, -2.8335], [-1.1357, 2.6689, -1.2923], [-4.3226, -0.3635, -3.2383], [-0.6798, 0.3582, -3.1409], [-0.9836, -1.2594, -2.5108], [-0.4006, -1.6289, -4.7492], [-1.6968, -1.5728, -5.8956], [-2.4027, -3.6769, -5.2102], [-2.6767, -2.9796, -3.5980], [-1.1303, -3.6636, -3.9602], [-0.5066, -0.8821, -0.7411], [-0.8151, -2.7801, 0.9704], [-2.2126, -2.5442, 1.9398], [2.0123, -0.6343, 1.6084], [1.3529, 0.7135, 2.3070], [0.5427, -1.2199, 3.7983], [7.2034, -3.2547, -0.2195], [7.5190, -1.8989, 0.3742], [7.0970, -0.8257, -0.4905], [5.8029, -0.5558, -0.4718], [4.9744, -1.1050, 0.2105], [5.5642, 0.4317, -1.3326], [4.1873, 0.7900, -1.4607], [7.6265, -3.3388, -1.2214], [7.6182, -4.0443, 0.4058], [6.1277, -3.4106, -0.2989], [8.5941, -1.7732, 0.4783], [7.0726, -1.7786, 1.3609], [3.7462, 1.0126, -0.4911], [3.6343, -0.0125, -1.9488], [4.1567, 1.6797, -2.0825], [4.3824, -6.2171, -3.8936], [4.7160, -4.7500, -3.7372], [3.5633, -3.9788, -3.3469], [3.2315, -4.0631, -2.0673], [3.8003, -4.6826, -1.2124], [2.1376, -3.3104, -1.8748], [1.6355, -3.3591, -0.5442], [3.5467, -6.3464, -4.5823], [5.2441, -6.7594, -4.2806], [4.0988, -6.6592, -2.9396], [5.0301, -4.3295, -4.6898], [5.5228, -4.5941, -3.0222], [2.4102, -3.1132, 0.1807], [1.2107, -4.3375, -0.3262], [0.8457, -2.6102, -0.4931], [7.0847, -3.2382, 7.6486], [7.6626, -2.3107, 6.6024], [7.1175, -2.5731, 5.2972], [5.9014, -2.0928, 5.0791], [5.2366, -1.4458, 5.8440], [5.5356, -2.4402, 3.8416], [4.2169, -2.0315, 3.4943], [7.2136, -4.2784, 7.3477], [7.5829, -3.0841, 8.6050], [6.0187, -3.0609, 7.7840], [8.7331, -2.4754, 6.5020], [7.5097, -1.2643, 6.8632], [4.0888, -0.9627, 3.6605], [3.4828, -2.5965, 4.0700], [4.0833, -2.2404, 2.4355], [-4.3546, 10.6439, -3.6090], [-3.6078, 9.4941, -4.2482], [-3.6643, 8.3049, -3.4387], [-4.8040, 7.6291, -3.5020], [-5.7590, 7.8911, -4.1789], [-4.7050, 6.5768, -2.6793], [-5.8905, 5.7877, -2.5980], [-3.9922, 10.8164, -2.5950], [-4.2156, 11.5535, -4.1920], [-5.4215, 10.4339, -3.5496], [-2.5494, 9.7312, -4.3321], [-3.9813, 9.2779, -5.2483], [-6.2300, 5.4739, -3.5828], [-6.6830, 6.3336, -2.0889], [-5.6337, 4.9085, -2.0135], [3.4828, 5.9009, -4.2261], [2.2173, 5.9702, -3.3996], [2.1991, 4.9706, -2.3654], [2.9426, 5.2513, -1.2955], [3.5831, 6.2490, -1.1166], [2.8451, 4.2246, -0.4480], [3.6550, 4.3561, 0.7261], [3.6248, 4.8945, -4.6221], [3.4289, 6.6020, -5.0582], [4.3566, 6.1479, -3.6252], [1.3491, 5.7554, -4.0201], [2.0774, 6.9577, -2.9616], [3.4640, 5.3007, 1.2290], [4.7092, 4.2755, 0.4671], [3.3807, 3.5349, 1.3829]],
  "atomic_forces_ev_per_a": [[-0.31, 0.13, 0.08], [0.15, -0.20, -0.24], [-0.20, 0.10, -0.20], [0.12, -0.43, 0.25], [-0.22, -0.06, -0.56], [0.44, -0.10, 0.27], [-0.54, 0.03, -0.65], [0.29, -0.12, 0.79], [-1.41, -0.43, -0.31], [0.49, 0.70, -0.71], [0.54, -0.10, 0.74], [0.14, 0.37, -0.13], [-0.25, -0.28, -0.35], [-0.09, 0.69, -1.07], [-0.55, 0.43, 0.89], [0.58, -0.20, 0.20], [0.56, -0.37, -0.42], [-0.52, 0.06, -0.53], [1.07, -0.48, 1.03], [-0.91, 0.07, -0.50], [-0.15, 0.29, -0.06], [0.56, 0.78, -0.21], [0.00, -0.18, -0.07], [-0.09, -0.50, -0.29], [0.45, 0.59, 0.50], [-1.23, -1.81, -0.19], [1.94, 0.65, 0.99], [0.03, 0.02, -0.83], [-1.63, 0.39, -0.84], [1.73, -0.76, 0.72], [-0.25, 0.20, 0.20], [-0.18, 0.38, 0.29], [-0.60, -0.47, 0.19], [-0.71, 0.25, -0.07], [0.15, -0.05, -0.02], [-0.11, -0.05, -0.12], [0.20, 0.10, -0.11], [-0.18, 0.03, 0.16], [-0.03, -0.06, 0.20], [0.11, -0.15, 0.05], [0.09, 0.06, 0.18], [0.18, 0.20, -0.10], [-0.04, 0.17, -0.14], [0.09, 0.06, 0.20], [-0.04, 0.02, 0.21], [-0.13, -0.04, -0.14], [-0.13, 0.08, 0.09], [0.11, -0.11, 0.26], [0.32, 0.15, 0.22], [-0.13, 0.16, -0.15], [0.16, -0.20, -0.17], [-0.17, 0.15, -0.07], [-0.10, -0.29, 0.07], [-0.24, -0.01, -0.05], [0.15, 0.04, 0.09], [-0.09, -0.16, 0.00], [0.00, 0.07, 0.06], [-0.16, 0.26, 0.00], [-0.20, 0.04, -0.09], [-0.06, -0.15, -0.21], [-0.10, 0.08, 0.36], [-0.18, -0.06, -0.01], [0.31, 0.07, 0.25], [0.02, -0.12, -0.11], [0.15, 0.12, 0.21], [0.25, -0.19, 0.23], [0.15, 0.05, 0.03], [-0.29, -0.27, 0.15], [0.16, 0.09, 0.10], [-0.22, 0.28, -0.08], [-0.08, -0.14, -0.10], [-0.30, -0.11, -0.06], [0.04, -0.31, -0.15], [0.17, 0.51, -0.41], [0.04, -0.16, 0.04], [-0.23, 0.09, 0.18], [0.34, 0.27, 0.14], [0.43, 0.27, -0.21], [0.53, -0.36, 0.05], [-0.22, 0.08, -0.17], [0.20, -0.34, 0.22], [0.08, 0.03, 0.00], [0.20, 0.06, -0.10], [-0.41, -0.10, 0.18], [-0.04, 0.04, -0.02], [-0.12, 0.13, -0.07], [0.12, -0.01, 0.03], [0.03, 0.01, 0.02], [-0.01, -0.02, 0.08], [0.00, 0.15, -0.11], [-0.12, 0.04, -0.06], [-0.01, -0.07, 0.02], [-0.03, -0.05, 0.08], [0.10, 0.00, -0.01], [-0.23, -0.02, 0.14], [0.35, -0.25, -0.21], [-0.05, 0.08, -0.04], [0.14, 0.09, -0.15], [0.02, -0.10, 0.17], [-0.22, 0.10, 0.03], [0.02, 0.11, 0.16], [0.07, 0.01, -0.09], [0.02, 0.02, -0.02], [0.08, 0.01, 0.03], [-0.13, 0.12, 0.00], [-0.10, 0.01, 0.12], [0.08, -0.07, -0.03], [0.06, -0.04, 0.04], [0.02, 0.01, -0.12], [-0.22, -0.09, -0.11], [0.21, 0.02, 0.38], [0.07, -0.02, -0.06], [0.15, -0.01, -0.02], [-0.13, 0.06, 0.09], [-0.05, -0.04, -0.15], [-0.25, 0.04, -0.23], [0.10, 0.00, 0.03], [0.04, 0.01, -0.01], [0.01, 0.08, 0.02], [-0.01, -0.04, -0.17], [-0.13, 0.00, -0.06], [-0.02, 0.00, 0.11], [0.01, 0.08, 0.10], [0.23, -0.08, -0.02], [-0.15, -0.12, 0.17], [0.07, 0.39, -0.20], [0.10, -0.04, 0.02], [0.14, 0.02, 0.00], [-0.17, 0.01, -0.07], [0.02, -0.16, 0.11], [-0.14, -0.17, 0.06], [0.09, 0.05, -0.04], [0.03, 0.00, -0.01], [-0.01, 0.00, -0.08], [0.05, -0.14, 0.10], [-0.11, -0.09, 0.05], [-0.01, 0.11, -0.04], [-0.03, 0.06, -0.09], [0.08, 0.04, 0.05], [0.16, -0.13, 0.15], [-0.01, 0.24, -0.35], [-0.11, -0.06, -0.01], [-0.09, -0.08, -0.06], [0.10, 0.13, 0.04], [-0.02, -0.13, 0.09], [0.04, -0.08, 0.18], [-0.07, 0.02, -0.08], [-0.03, 0.00, -0.01], [-0.03, 0.08, 0.02], [-0.04, -0.13, 0.10], [0.08, -0.03, 0.11], [0.03, 0.05, -0.06], [0.01, 0.09, -0.01], [-0.07, -0.05, -0.08]],
  "lowdin_charge": [-0.1062, -0.2628, -0.2095, -0.2021, -0.1730, -0.1668, -0.1577, -0.1231, -0.3191, -0.0835, -0.3994, -0.0500, 0.1492, -0.1081, 1.0221, -0.2753, -0.4276, -0.1275, -0.4210, -0.2839, 0.9837, -0.2264, -0.1742, -0.2066, -0.0603, 0.1718, -0.2096, -0.1014, -0.7115, 0.0515, 0.7366, -0.5749, 0.1970, 0.1780, 0.0713, 0.0691, 0.0618, 0.1073, 0.1034, 0.1045, 0.1023, 0.0907, 0.0920, 0.1041, 0.1019, 0.1001, 0.1078, 0.0885, 0.1152, 0.1054, 0.0990, 0.1242, 0.1148, 0.0612, 0.0813, 0.0533, 0.0607, 0.0330, 0.0205, 0.0218, 0.0737, 0.0035, 0.0807, 0.0652, 0.0343, -0.0749, 0.1538, 0.1229, 0.1198, 0.1228, 0.0786, 0.0517, 0.0574, 0.1128, 0.0896, 0.1072, 0.0719, 0.0826, 0.1244, -0.0554, -0.1902, 0.0531, -0.6124, 0.1007, 0.0174, -0.0309, 0.0818, 0.0864, 0.0592, 0.1255, 0.1155, 0.0847, 0.0935, 0.0936, -0.0588, -0.1975, 0.0419, -0.6108, 0.1358, 0.0001, -0.0511, 0.0828, 0.0848, 0.0764, 0.1250, 0.1182, 0.0964, 0.0982, 0.0545, -0.0629, -0.2044, 0.0420, -0.6147, 0.1249, 0.0058, -0.0558, 0.0830, 0.0826, 0.0747, 0.1235, 0.1242, 0.0955, 0.0981, 0.0726, -0.0619, -0.2050, 0.0379, -0.6153, 0.1361, -0.0061, -0.0389, 0.0830, 0.0832, 0.0765, 0.1222, 0.1244, 0.1013, 0.1047, 0.0601, -0.0618, -0.2110, 0.0239, -0.6188, 0.1388, -0.0195, -0.0350, 0.0810, 0.0830, 0.0774, 0.1196, 0.1249, 0.0992, 0.1016, 0.0857],
  "orbital_gap_ev": 9.0,
  "total_charge": 1
}

2.
{
  "formula": "C4H12PS",
  "method": "the ωB97M-V functional and the def2-TZVPD basis",
  "symbols": ["C", "C", "C", "C", "P", "S", "H", "H", "H", "H", "H", "H", "H", "H", "H", "H", "H", "H"],
  "positions_angstrom": [[1.7422, -0.7000, -0.5269], [-0.2856, -1.0563, 1.4125], [-0.9270, -0.4468, -1.6779], [0.1121, 1.5290, 0.2238], [0.0475, -0.1979, -0.1756], [-2.0525, 2.0142, 0.7937], [2.3346, -1.1807, 0.3808], [2.3352, -0.0447, -1.1281], [1.8698, -1.5809, -1.1738], [-0.9049, -0.3365, 1.9457], [0.6623, -1.0443, 1.9854], [-0.5031, -2.0653, 1.0741], [-2.0286, -0.7664, -1.3321], [-0.6206, -1.3087, -2.1989], [-0.8505, 0.4080, -2.1970], [0.6708, 1.9151, 0.9958], [0.3123, 2.3495, -0.4699], [-1.9140, 2.5127, 2.0685]],
  "atomic_forces_ev_per_a": [[1.79, -2.67, 0.95], [1.16, 1.20, -1.10], [-3.23, -3.31, 4.31], [-4.04, 1.81, -0.75], [1.94, -0.08, 0.70], [2.57, -0.46, -0.38], [-1.24, 1.87, -1.42], [0.39, 1.15, 0.23], [-1.10, -0.13, -0.11], [-1.08, -1.06, 0.09], [-0.27, -0.16, -0.62], [-0.88, -0.17, 0.96], [2.15, 1.34, -0.88], [0.86, -0.89, -0.71], [-0.18, 3.01, -2.12], [1.24, -0.26, 2.57], [-0.48, -0.79, -0.96], [0.39, -0.40, -0.74]],
  "lowdin_charge": [-0.2040, -0.1558, -0.1423, -0.3504, 0.7862, 0.5567, 0.1170, 0.0507, 0.0645, 0.0282, 0.0743, 0.0713, 0.1369, 0.0471, 0.0147, 0.0165, 0.0550, -0.1664],
  "orbital_gap_ev": 9.1,
  "total_charge": 1,
  "relative_energy_kj_mol": 312.4
}

3.
{
  "formula": "C5H9PSi",
  "method": "the ωB97M-V functional and the def2-TZVPD basis",
  "symbols": ["C", "C", "C", "C", "C", "Si", "P", "H", "H", "H", "H", "H", "H", "H", "H", "H"],
  "positions_angstrom": [[2.1407, -2.5179, -1.1104], [1.1903, -1.6089, -1.2793], [2.8367, -2.1740, 0.0780], [1.2285, -0.6226, -0.2267], [2.2949, -1.0929, 0.5966], [-0.0815, 0.5338, 0.1748], [-4.0230, 3.4109, 0.3698], [2.3174, -3.4623, -1.5985], [0.5378, -1.6253, -2.2593], [3.6003, -2.9129, 0.5466], [-5.3274, 3.3583, -0.0951], [2.5919, -0.6451, 1.4863], [0.2808, 1.0017, 1.5481], [-1.0351, 1.1876, -0.6320], [-4.3383, 2.6224, 1.4131], [-4.2140, 4.5471, 0.9881]],
  "atomic_forces_ev_per_a": [[0.47, -1.41, 0.04], [-2.59, 0.34, -4.48], [2.50, -3.40, 1.07], [-2.44, 1.04, -0.76], [-0.12, 1.35, 1.36], [3.67, -1.74, 1.34], [1.19, -1.60, -2.58], [-0.11, 0.19, -0.57], [1.00, 0.31, 2.35], [-1.18, 1.85, -0.75], [-0.54, 0.01, -0.40], [0.39, 0.77, 1.46], [-0.67, 0.39, -0.38], [-0.94, 0.32, -0.70], [-0.26, -0.90, 1.48], [-0.37, 2.47, 1.50]],
  "lowdin_charge": [-0.1447, -0.2113, -0.1343, -0.4758, -0.2046, 0.9005, 0.6445, 0.0983, 0.1321, 0.1372, -0.1805, 0.0742, -0.0704, -0.1185, -0.2091, -0.2379],
  "orbital_gap_ev": 7.2,
  "smiles": "[SiH2]=C1C=CC=C1.P",
  "relative_energy_kj_mol": 213.8
}

4.
{
  "formula": "C2H5CrO3",
  "method": "the ωB97M-V functional and the def2-TZVPD basis",
  "symbols": ["H", "O", "O", "C", "H", "Cr", "O", "C", "H", "H", "H"],
  "positions_angstrom": [[-0.3666, -0.1157, -1.5118], [0.9333, -1.5831, -1.2043], [1.8964, -0.6824, -1.6524], [-0.2671, -1.1766, -1.2515], [-0.9960, -1.9908, -1.2860], [1.6603, 0.7311, -0.3823], [0.6218, 1.3007, 0.9591], [-0.5924, 0.9996, 1.4941], [-1.2605, 1.8786, 1.5620], [-1.1143, 0.1067, 0.7787], [-0.5149, 0.5320, 2.4944]],
  "atomic_forces_ev_per_a": [[-0.72, -0.30, 0.04], [-1.71, -0.78, -0.43], [-0.38, -0.22, 0.23], [1.74, -0.72, -1.13], [-0.15, 0.42, 0.69], [1.53, 2.39, 1.10], [0.85, -0.46, -1.03], [-2.13, -2.19, -0.43], [0.19, -0.51, -0.29], [0.76, 2.14, 1.67], [0.02, 0.22, -0.43]],
  "lowdin_charge": [0.1243, -0.0311, -0.2293, 0.1709, 0.1614, 1.1134, -0.4097, -0.2052, 0.0969, 0.1167, 0.0915],
  "orbital_gap_ev": [6.9, 8.1],
  "total_charge": 1,
  "s_squared": 6.046,
  "relative_energy_kj_mol": 198.1,
  "multiplicity": 5
}